# 1
Below is one molecule with the formula C6H10ClN at a distorted geometry, with properties calculated with ωB97M-V/def2-TZVPD.

Results
* LUMO level: 0.92 eV
* energy above the lowest of the compared OMol25 structures with the same formula, charge and spin: 3.887 eV
* SMILES string: NC1(/C=C\Cl)CCC1
* electronic energy: -20392.58283 eV

Cartesian coordinates (Å):
N  0.70  -0.29  -1.70
C  -0.01  -0.21  -0.36
C  -0.19  1.36  -0.26
C  0.80  2.20  -0.41
Cl  2.40  1.63  -0.77
C  -1.33  -0.91  0.17
C  -0.52  -1.02  1.48
C  0.75  -0.96  0.75
H  0.17  -1.18  -2.02
H  0.22  0.35  -2.43
H  -1.21  1.81  0.11
H  0.90  3.19  -0.05
H  -1.98  0.00  0.27
H  -1.64  -1.83  -0.23
H  -0.95  -1.63  2.44
H  -0.67  0.07  1.85
H  1.72  -0.64  1.18
H  0.84  -1.93  -0.02


# 2
Below is C7H11CuF12N2OSSb as an isolated structure, with properties calculated with ωB97M-V/def2-TZVPD.

Results
* LUMO level (spin up / spin down): -0.19 / -2.37 eV
* energy above the lowest of the compared OMol25 structures with the same formula, charge and spin: 0.745 eV
* 2S+1: 2
* electronic energy: -107092.18269 eV

Cartesian coordinates (Å):
Cu  -0.01  0.29  -0.11
C  1.68  -1.41  -3.51
C  0.77  -0.51  -2.68
O  0.78  -0.87  -1.35
C  1.26  0.94  -2.80
F  0.54  1.73  -1.95
F  1.16  1.46  -4.02
F  2.54  1.04  -2.41
C  -0.68  -0.64  -3.21
F  -0.84  -0.26  -4.48
F  -1.55  0.05  -2.45
F  -1.06  -1.94  -3.15
H  2.70  -1.32  -3.13
H  1.66  -1.12  -4.56
H  1.36  -2.44  -3.40
C  1.89  -3.01  0.85
N  0.61  -3.39  0.25
C  -0.51  -2.67  0.33
S  -0.61  -1.33  1.43
N  -1.54  -3.06  -0.40
C  -2.86  -2.43  -0.47
H  2.57  -3.85  0.75
H  1.75  -2.79  1.91
H  2.30  -2.14  0.35
H  0.65  -4.10  -0.46
H  -1.39  -3.81  -1.05
H  -2.85  -1.50  0.08
H  -3.61  -3.09  -0.02
H  -3.12  -2.24  -1.51
F  -0.51  1.81  0.78
Sb  -1.17  3.79  0.40
F  -0.55  4.21  -1.32
F  0.58  4.07  1.02
F  -1.82  5.54  0.54
F  -1.91  3.46  2.09
F  -2.52  2.79  -0.43


# 3
Below is one molecule with the formula CH3NOS2 at a distorted geometry, with properties calculated with ωB97M-V/def2-TZVPD.

Results
* LUMO level (spin up / spin down): -1.41 / -1.41 eV
* energy above the lowest of the compared OMol25 structures with the same formula, charge and spin: 1.319 eV
* electronic energy: -26291.65016 eV

Cartesian coordinates (Å):
C  -0.28  0.05  -0.54
N  0.01  0.95  0.55
O  1.12  3.23  0.34
S  -0.13  1.04  -2.10
S  -0.09  2.55  -0.01
H  0.43  -0.78  -0.58
H  -1.30  -0.33  -0.47
H  0.83  0.73  1.10